[1]
This record from OMol25 describes a structure of composition C25H30Br2Ge2I2NOTi. The level of theory is the ωB97M-V functional and the def2-TZVPD basis.

## Properties
E_LUMO = -0.1770 Ha
HOMO energy = -10.931 eV
energy above the lowest of the compared OMol25 structures with the same formula, charge and spin = 0.0 kcal per mole
charge = +1
HOMO-LUMO gap = 6.115 eV

Last column: Mulliken charge in e.
Element x y z (Å)
Ti: 1.83 -0.40 -0.65  -0.3882
C: -1.62 -4.15 -2.59  -1.1544
C: -0.34 -3.32 -2.71  -0.7430
Ge: 0.12 -2.33 -1.07  0.5823
C: 0.23 -3.57 0.47  -0.4947
C: -1.12 -3.87 1.13  -1.1708
C: -1.34 -1.05 -0.71  -1.6629
C: -1.50 0.30 -0.74  1.4865
Ge: 0.07 1.51 -1.02  1.2760
C: 0.48 2.76 0.46  -0.3158
C: -0.50 3.88 0.85  -1.1780
C: 0.17 2.37 -2.79  -0.4532
C: -0.73 3.58 -3.06  -1.1019
C: -2.84 0.92 -0.53  0.6022
C: -2.98 2.31 -0.59  0.0173
C: -4.20 2.94 -0.42  -1.3757
C: -5.33 2.18 -0.17  -0.4522
C: -5.23 0.80 -0.11  -0.8988
C: -4.00 0.18 -0.28  -0.4223
H: -1.85 -4.64 -3.53  0.3773
H: -2.47 -3.53 -2.32  0.2798
H: -1.53 -4.93 -1.83  0.2789
H: -0.44 -2.61 -3.53  0.5250
H: 0.51 -3.97 -2.95  0.4538
H: 0.92 -3.16 1.21  0.2547
H: 0.71 -4.49 0.10  0.4940
H: -1.61 -2.96 1.46  0.2640
H: -0.98 -4.51 2.01  0.4144
H: -1.80 -4.39 0.46  0.2748
H: -2.25 -1.63 -0.52  0.1311
H: 1.44 3.20 0.16  0.3881
H: 0.69 2.15 1.34  0.1392
H: -0.73 4.54 0.01  0.2219
H: -0.06 4.49 1.64  0.4137
H: -1.44 3.48 1.23  0.3247
H: -0.02 1.60 -3.54  0.3625
H: 1.22 2.66 -2.90  0.2661
H: -1.78 3.31 -3.10  0.2862
H: -0.47 4.03 -4.02  0.4059
H: -0.61 4.36 -2.30  0.2205
H: -2.11 2.92 -0.79  0.3135
H: -4.26 4.02 -0.48  0.4120
H: -6.29 2.66 -0.04  0.4164
H: -6.10 0.20 0.08  0.4126
H: -3.97 -0.90 -0.22  0.4437
Br: 6.78 -0.10 -0.02  -0.1037
C: 5.44 -0.25 1.28  -0.3534
C: 5.79 -0.31 2.64  -0.2775
C: 4.84 -0.40 3.62  -0.2566
Br: 5.37 -0.47 5.42  -0.1735
C: 3.47 -0.45 3.27  0.9113
C: 2.39 -0.53 4.18  -0.6492
C: 1.10 -0.57 3.72  -1.2132
C: 0.86 -0.54 2.35  -0.5647
N: 1.84 -0.47 1.47  0.5182
C: 3.14 -0.40 1.90  -0.0692
C: 4.13 -0.28 0.89  0.9763
O: 3.70 -0.21 -0.38  -0.7530
H: 6.84 -0.28 2.91  0.4489
H: 2.60 -0.56 5.24  0.3793
H: 0.26 -0.63 4.40  0.4826
H: -0.15 -0.59 1.94  0.5710
I: 2.08 -0.92 -3.44  0.2804
I: 3.63 1.01 -4.47  -0.0814

=====

[2]
This record from OMol25 describes a cluster of 11 separate species, C25H30Cl30FIO4 in total. The level of theory is the ωB97M-V functional and the def2-TZVPD basis.

## Properties
E_LUMO = -0.0504 Ha
HOMO energy = -9.205 eV
HOMO-LUMO gap = 7.833 eV

Last column: Mulliken charge in e.
Element x y z (Å)
C: 2.38 -1.71 2.17  -0.9254
C: 2.36 -1.13 0.61  0.1372
O: 2.38 -2.20 -0.41  -0.3537
C: 1.12 -0.10 0.30  -0.4764
C: -0.26 -0.80 -0.22  0.8781
C: -1.05 -0.29 -1.41  -0.0493
C: -0.58 1.02 -2.30  -0.6175
C: -1.39 2.32 -1.63  -0.5452
C: -0.48 3.10 -0.51  0.3892
O: 0.71 3.78 -1.08  -0.4402
C: -2.48 -1.06 -1.81  0.1965
O: -2.88 -1.28 -3.07  -0.5617
C: -3.40 -1.50 -0.49  0.1380
F: -4.88 -1.38 -0.44  -0.2996
C: -2.61 -2.01 0.71  0.4165
C: -3.28 -2.46 2.14  -0.8305
C: -2.65 -1.46 3.29  0.2594
C: -3.71 -0.38 3.92  -0.7733
I: -5.14 0.44 2.48  -0.0974
C: -0.95 -2.11 0.56  0.1568
O: -0.26 -3.17 0.98  -0.5349
H: 3.03 -1.02 2.89  0.3071
H: 1.27 -1.73 2.56  0.0920
H: 2.78 -2.83 2.22  0.2827
H: 3.36 -0.49 0.51  0.3296
H: 2.88 -1.85 -1.22  0.1020
H: 1.54 0.74 -0.43  0.0014
H: 0.85 0.47 1.31  0.2761
H: 0.58 1.19 -2.34  0.3223
H: -1.00 0.83 -3.40  0.3185
H: -2.32 1.85 -1.05  0.2638
H: -1.83 3.00 -2.48  0.3714
H: -1.14 3.97 -0.04  -0.2496
H: -0.17 2.40 0.39  0.0399
H: 1.17 4.17 -0.26  0.2788
H: -2.88 -3.56 2.39  0.2644
H: -4.44 -2.53 2.14  0.3639
H: -1.72 -0.82 2.91  -0.0812
H: -2.19 -2.17 4.14  0.1580
H: -4.25 -0.78 4.91  0.2233
H: -3.06 0.54 4.29  0.3891
Cl: 4.44 -1.53 -2.93  -0.2226
C: 3.94 -2.44 -4.36  -0.0470
Cl: 5.19 -2.37 -5.61  0.0084
Cl: 3.58 -4.12 -3.94  -0.1206
H: 3.03 -1.99 -4.76  0.3247
Cl: 4.50 -2.60 -9.73  -0.1174
C: 5.62 -1.31 -9.27  0.0467
Cl: 6.89 -1.94 -8.21  -0.0815
Cl: 6.32 -0.55 -10.71  -0.1287
H: 5.06 -0.54 -8.72  0.2666
Cl: 10.65 -1.42 -6.67  -0.1129
C: 9.72 -0.03 -6.09  -0.0821
Cl: 9.45 1.13 -7.40  -0.1105
Cl: 8.18 -0.55 -5.39  -0.0324
H: 10.30 0.47 -5.31  0.3531
Cl: -3.41 4.98 1.49  -0.0654
C: -2.29 6.27 1.95  -0.0949
Cl: -1.02 5.64 3.01  -0.1253
Cl: -1.59 7.03 0.51  -0.1109
H: -2.85 7.03 2.50  0.3607
Cl: -7.01 5.58 0.29  -0.1084
C: -6.13 6.01 -1.19  -0.0183
Cl: -6.92 7.38 -1.99  -0.1298
Cl: -4.44 6.39 -0.82  -0.0464
H: -6.16 5.15 -1.87  0.3026
Cl: -7.86 1.85 4.81  -0.0987
C: -6.74 3.14 5.27  -0.1407
Cl: -5.47 2.51 6.33  -0.0935
Cl: -6.04 3.90 3.83  -0.0370
H: -7.30 3.90 5.82  0.3558
Cl: 3.03 3.71 -4.51  -0.1273
C: 2.34 5.14 -3.73  0.5115
Cl: 3.56 5.95 -2.73  -0.1444
Cl: 1.69 6.26 -4.94  -0.1370
H: 1.52 4.82 -3.08  -0.1167
Cl: -2.03 -0.74 7.30  -0.1140
C: -3.21 -1.92 7.89  0.2808
Cl: -4.81 -1.17 8.06  -0.1181
Cl: -3.30 -3.31 6.79  -0.0983
H: -2.89 -2.28 8.87  0.0488
Cl: -4.46 -5.60 9.62  -0.1097
C: -2.72 -5.67 9.97  0.0601
Cl: -2.01 -4.05 9.93  -0.1326
Cl: -2.44 -6.44 11.54  -0.1203
H: -2.24 -6.28 9.20  0.3006
Cl: 5.01 -8.10 -5.26  -0.1265
C: 6.13 -6.81 -4.80  0.4172
Cl: 7.40 -7.44 -3.74  -0.1291
Cl: 6.84 -6.05 -6.23  -0.1102
H: 5.57 -6.05 -4.25  -0.0483

=====

[3]
This record from OMol25 describes a structure of composition C25H30IIrN4O2S. The level of theory is the ωB97M-V functional and the def2-TZVPD basis.

## Properties
E_LUMO (spin up / spin down) = -0.1103 / -0.1360 Ha
HOMO energy (spin up / spin down) = -10.932 / -10.940 eV
multiplicity = 2
energy above the lowest of the compared OMol25 structures with the same formula, charge and spin = 0.0 kcal per mole
charge = +1
HOMO-LUMO gap (spin up / spin down) = 7.931 / 7.240 eV

Last column: Mulliken charge in e.
Element x y z (Å)
Ir: -0.64 -0.26 -0.34  0.8079
C: 1.32 -3.69 -0.09  -2.0494
C: 0.42 -3.00 -1.13  2.9405
C: -0.47 -4.08 -1.79  -1.7878
C: -0.50 -2.09 -0.38  -1.3619
C: 1.19 -2.27 -2.22  -0.1236
C: 0.49 -1.45 -3.11  0.0909
C: 1.14 -0.76 -4.12  -1.1903
C: 2.52 -0.89 -4.27  -0.4813
C: 3.22 -1.71 -3.40  -0.8499
C: 2.57 -2.40 -2.39  -0.1349
H: 0.70 -4.19 0.66  0.4643
H: 1.99 -2.99 0.41  0.3200
H: 1.92 -4.46 -0.57  0.4702
H: -1.06 -4.61 -1.04  0.4845
H: 0.17 -4.81 -2.29  0.4387
H: -1.14 -3.65 -2.53  0.3641
H: -1.21 -2.63 0.25  0.5816
H: -0.59 -1.38 -3.03  0.4557
H: 0.58 -0.15 -4.81  0.4224
H: 3.03 -0.36 -5.06  0.4266
H: 4.30 -1.82 -3.52  0.4193
H: 3.14 -3.02 -1.72  0.4004
S: -2.71 -0.16 -1.47  -0.5924
C: -4.01 0.07 -0.32  0.5641
N: -3.84 0.59 0.87  0.3243
C: -4.93 0.86 1.80  -0.5653
C: -6.23 1.02 1.04  -0.6418
C: -6.42 -0.15 0.10  -0.6041
N: -5.22 -0.28 -0.74  -0.1743
H: -2.87 0.82 1.14  0.0864
H: -4.68 1.78 2.34  0.3660
H: -4.99 0.06 2.54  0.3324
H: -6.21 1.95 0.47  0.3067
H: -7.07 1.08 1.74  0.3643
H: -7.28 -0.02 -0.55  0.3904
H: -6.56 -1.08 0.66  0.2773
H: -5.29 -0.68 -1.66  0.2354
C: 4.13 0.28 2.52  -0.8892
N: 3.19 0.28 1.41  0.3907
C: 3.42 0.78 0.15  -0.7631
C: 2.27 0.61 -0.55  -0.5515
N: 1.34 0.01 0.28  0.3398
C: 1.93 -0.17 1.45  -0.9611
H: 5.02 0.83 2.23  0.3253
H: 4.40 -0.73 2.79  0.3281
H: 3.68 0.79 3.38  0.3424
H: 4.37 1.20 -0.13  0.5435
H: 2.04 0.87 -1.57  0.5588
H: 1.45 -0.54 2.34  0.5235
I: 4.06 6.08 1.35  0.1336
C: 2.57 4.64 1.57  -0.1724
C: 1.69 4.39 0.52  -0.5344
C: 0.72 3.42 0.65  -0.2963
C: 0.61 2.69 1.84  0.4016
C: 1.48 2.96 2.89  -0.6599
C: 2.46 3.93 2.76  -0.4189
C: -0.37 1.57 1.98  0.4510
O: -0.40 0.88 2.98  -0.6871
O: -1.14 1.34 0.92  -1.1415
H: 1.78 4.95 -0.41  0.4152
H: 0.03 3.22 -0.16  0.5084
H: 1.38 2.40 3.81  0.5931
H: 3.13 4.14 3.58  0.4428

=====

| no. | maximum force (Eh/bohr) | calculated total energy (a.u.) |
| --- | --- | --- |
| 1 | 0.0120 | -11847.1271 |
| 2 | 0.1660 | -15474.4125 |
| 3 | 0.0074 | -2140.1965 |